Record 1
{
  "formula": "C30H40N4",
  "method": "wB97M-V/def2-TZVPD",
  "charge": 2,
  "relative_energy_ev": 0.101,
  "homo_ha": -0.48991,
  "homo_lumo_gap_ev": 8.64,
  "smiles": "Cc1cc(=[NH2+])c2ccccc2n1CCCCCCCCCC[n+]1c(C)cc(N)c2ccccc21",
  "elements": ["C", "C", "C", "C", "N", "H", "H", "C", "C", "C", "C", "C", "C", "N", "C", "H", "H", "C", "C", "C", "C", "C", "C", "C", "C", "H", "H", "C", "N", "C", "C", "C", "N", "H", "H", "C", "C", "C", "C", "C", "C", "H", "H", "H", "H", "H", "C", "H", "H", "H", "H", "H", "H", "H", "H", "H", "H", "H", "H", "H", "H", "H", "H", "H", "H", "H", "H", "H", "H", "H", "H", "H", "H", "H"],
  "coordinates": [[0.13106, 2.34974, -5.58814], [-1.24946, 2.27621, -6.14892], [-1.43431, 2.51232, -7.49290], [-2.69777, 2.48082, -8.08889], [-2.83526, 2.75451, -9.38399], [-3.73072, 2.74671, -9.84089], [-2.02916, 2.99285, -9.93797], [-3.80830, 2.13307, -7.24893], [-5.11754, 2.02474, -7.75356], [-6.16601, 1.67430, -6.94434], [-5.93067, 1.41148, -5.59555], [-4.66476, 1.51082, -5.07109], [-3.57243, 1.88197, -5.87333], [-2.29774, 2.00059, -5.34860], [-2.09428, 1.80765, -3.91803], [-1.20448, 2.35417, -3.61400], [-2.93645, 2.25006, -3.38368], [-1.95461, 0.32397, -3.55095], [-2.06371, 0.08567, -2.04392], [-0.89266, 0.64638, -1.23747], [-1.06561, 0.35903, 0.25405], [0.06933, 0.94435, 1.09512], [-0.22355, 0.89698, 2.59675], [-0.07445, -0.48921, 3.23170], [1.36982, -0.79600, 3.63025], [1.71864, -0.03272, 4.32868], [2.01491, -0.75003, 2.75155], [1.47398, -2.17862, 4.28715], [2.74856, -2.38192, 4.96482], [3.75457, -3.02332, 4.33958], [4.93895, -3.27977, 4.99371], [5.15560, -2.89823, 6.32039], [6.29853, -3.20635, 6.92879], [6.48021, -2.95633, 7.88545], [7.00725, -3.72644, 6.43827], [4.10788, -2.16204, 6.96838], [4.23959, -1.68267, 8.28497], [3.23774, -0.96686, 8.88573], [2.06770, -0.69981, 8.17616], [1.90682, -1.15517, 6.88995], [2.91062, -1.90458, 6.25341], [0.99144, -0.90731, 6.38265], [1.27981, -0.12649, 8.63845], [3.35270, -0.60736, 9.89527], [5.14563, -1.87311, 8.83775], [5.71994, -3.80601, 4.46916], [3.59464, -3.48541, 2.93020], [3.23753, -2.68763, 2.28354], [2.89301, -4.31795, 2.87199], [4.54910, -3.83355, 2.54708], [1.34142, -2.95630, 3.53708], [0.67211, -2.30776, 5.01608], [-0.69858, -0.53382, 4.12651], [-0.43688, -1.25377, 2.54377], [0.44152, 1.59170, 3.11347], [-1.24387, 1.24950, 2.75504], [1.00146, 0.42078, 0.87402], [0.20690, 1.98927, 0.80966], [-2.01059, 0.79382, 0.58659], [-1.12925, -0.72000, 0.40533], [0.04073, 0.20177, -1.59023], [-0.82423, 1.72685, -1.37806], [-2.12069, -0.99100, -1.87425], [-2.99389, 0.52285, -1.67422], [-2.74043, -0.24269, -4.05415], [-0.99790, -0.05941, -3.91032], [-4.53637, 1.28166, -4.02812], [-6.74921, 1.12317, -4.95521], [-7.16339, 1.59612, -7.34525], [-5.30810, 2.21468, -8.79774], [-0.57624, 2.74110, -8.10393], [0.37458, 1.46861, -4.99945], [0.24739, 3.23053, -4.95612], [0.85187, 2.42886, -6.39628]]
}

---

Record 2
{
  "formula": "C26H27AgN6O2S",
  "method": "wB97M-V/def2-TZVPD",
  "relative_energy_ev": 0.913,
  "homo_ha": -0.21559,
  "homo_lumo_gap_ev": 6.25,
  "elements": ["Ag", "C", "C", "N", "C", "C", "C", "C", "C", "C", "C", "N", "C", "C", "C", "C", "C", "C", "C", "C", "N", "C", "H", "H", "H", "H", "H", "H", "H", "H", "H", "H", "H", "H", "O", "S", "C", "C", "C", "C", "H", "H", "H", "H", "H", "H", "H", "H", "C", "N", "C", "C", "O", "N", "C", "N", "H", "H", "H", "H", "H", "H", "H"],
  "coordinates": [[0.02690, -0.49469, -0.93189], [4.55829, -0.24844, -1.53986], [3.21600, -0.65878, -1.59807], [2.21071, 0.18601, -1.54216], [2.42663, 1.52584, -1.41647], [3.75065, 2.01791, -1.34562], [4.80874, 1.08592, -1.41156], [4.00514, 3.40452, -1.20510], [2.93658, 4.24392, -1.14561], [1.60583, 3.78651, -1.21429], [1.26312, 2.43433, -1.34253], [0.05155, 1.85005, -1.40074], [-1.17854, 2.41923, -1.33562], [-1.53147, 3.76356, -1.22154], [-2.86763, 4.20549, -1.10976], [-3.91923, 3.34687, -1.11871], [-3.65169, 1.96412, -1.27948], [-4.70020, 1.02241, -1.33686], [-4.43765, -0.29910, -1.53775], [-3.09360, -0.67813, -1.67120], [-2.09670, 0.16746, -1.60247], [-2.32500, 1.49439, -1.40174], [5.35337, -0.98019, -1.58906], [2.95832, -1.70996, -1.66630], [5.82612, 1.45774, -1.35577], [5.02522, 3.76321, -1.15667], [3.10068, 5.31103, -1.04401], [0.84907, 4.54156, -1.16706], [-0.78371, 4.52916, -1.21711], [-3.04458, 5.27057, -1.01253], [-4.94212, 3.68787, -1.02297], [-5.71867, 1.37628, -1.22191], [-5.22404, -1.03963, -1.59244], [-2.83008, -1.71841, -1.84762], [1.38428, -3.08860, -0.03969], [0.03756, -3.11173, -0.71829], [-0.25634, -4.80463, -1.30209], [-0.95386, -5.55649, -0.17616], [-1.98001, -4.56823, 0.37133], [-1.22707, -3.25905, 0.58528], [0.72760, -5.17714, -1.58444], [-0.88181, -4.73113, -2.19412], [-0.23059, -5.81885, 0.59892], [-1.40866, -6.48013, -0.53434], [-2.44320, -4.90636, 1.29808], [-2.78235, -4.42455, -0.35739], [-0.60808, -3.28258, 1.48651], [-1.84353, -2.36238, 0.60974], [1.71999, 0.17498, 4.58689], [0.75182, 0.24299, 3.51913], [-0.68251, 0.11513, 3.69717], [-1.14920, -0.11767, 2.25875], [-2.30594, -0.26165, 1.93487], [-0.04841, -0.11668, 1.42799], [1.01330, 0.01710, 2.21205], [2.25746, -0.05239, 1.74224], [1.29504, 0.63231, 5.47785], [2.61071, 0.75085, 4.33426], [2.01183, -0.85183, 4.82643], [-1.13653, 1.01866, 4.10572], [-0.94904, -0.73687, 4.32641], [2.39086, -0.29350, 0.77049], [3.05864, 0.02180, 2.33890]]
}

---

Record 3
{
  "formula": "C5H6FNS",
  "method": "wB97M-V/def2-TZVPD",
  "relative_energy_ev": 0.994,
  "homo_ha": -0.32338,
  "homo_lumo_gap_ev": 9.67,
  "smiles": "F[C@@H]1C[C@H]2C=NS[C@@H]12",
  "elements": ["C", "C", "C", "C", "C", "H", "H", "H", "H", "H", "H", "N", "F", "S"],
  "coordinates": [[0.93261, -0.75621, -0.38124], [0.99631, 0.76435, -0.25764], [-0.29120, 0.67332, 0.62710], [-1.53635, 0.77283, -0.21623], [-0.12447, -0.85005, 0.67421], [0.55394, -1.19404, -1.35608], [1.08946, 1.33721, -1.19498], [1.94682, 1.03224, 0.37512], [-0.33544, 1.11339, 1.64784], [-1.90787, 1.73987, -0.67159], [0.29441, -1.25337, 1.64465], [-2.19913, -0.22380, -0.63200], [2.13880, -1.43218, -0.26639], [-1.55788, -1.72357, 0.00724]]
}

---

Record 4
{
  "formula": "C24H22BrN3PtSbSe3Te",
  "method": "wB97M-V/def2-TZVPD",
  "charge": 1,
  "relative_energy_ev": 0.420,
  "homo_ha": [-0.35607, -0.38906],
  "homo_lumo_gap_ev": [6.39, 5.34],
  "multiplicity": 5,
  "elements": ["Pt", "C", "C", "C", "C", "C", "C", "N", "Sb", "C", "C", "C", "C", "C", "C", "N", "C", "C", "C", "C", "C", "C", "N", "H", "H", "H", "H", "H", "H", "H", "H", "H", "H", "H", "H", "H", "H", "H", "H", "H", "H", "Se", "Se", "Te", "Se", "Br", "C", "C", "C", "C", "C", "C", "H", "H", "H", "H"],
  "coordinates": [[0.44105, 0.08632, 0.17566], [1.17135, -3.09773, 1.32951], [-0.29924, -2.94972, 1.10140], [-1.10797, -4.08401, 1.16273], [-2.47470, -3.97608, 1.01557], [-3.01940, -2.71752, 0.81134], [-2.16862, -1.62520, 0.74120], [-0.84192, -1.73677, 0.87696], [-3.16688, 0.26562, 0.34249], [-2.00564, 1.51679, 1.69291], [-2.70757, 2.15245, 2.70379], [-2.05981, 3.12296, 3.45529], [-0.75146, 3.43988, 3.14850], [-0.09593, 2.76020, 2.12363], [1.30472, 3.13046, 1.74389], [-0.72607, 1.79612, 1.43465], [-2.05526, 0.73819, -1.47535], [-2.78590, 0.74296, -2.65512], [-2.17207, 1.18531, -3.81673], [-0.87471, 1.66351, -3.74879], [-0.19241, 1.62976, -2.53820], [1.18639, 2.20103, -2.40814], [-0.77875, 1.13576, -1.43297], [1.49088, -4.10917, 1.08581], [1.73776, -2.38007, 0.74854], [1.39982, -2.91211, 2.38077], [-0.64371, -5.04566, 1.33186], [-3.10639, -4.85383, 1.05821], [-4.08721, -2.58140, 0.70246], [-3.74383, 1.90212, 2.89071], [-2.58300, 3.64865, 4.24318], [-0.23248, 4.22308, 3.68445], [1.38728, 4.20836, 1.59885], [2.00475, 2.84351, 2.53021], [1.59204, 2.62414, 0.82843], [-3.81111, 0.39637, -2.66196], [-2.71016, 1.18649, -4.75592], [-0.38678, 2.07530, -4.62220], [1.79581, 1.98279, -3.28406], [1.11601, 3.28618, -2.30499], [1.68074, 1.80370, -1.52055], [1.94536, -1.14117, -1.69381], [1.82050, -1.72114, -3.88002], [-0.52067, -2.69443, -4.32881], [-1.31574, -3.32597, -2.16726], [5.39308, -0.01371, 4.77826], [3.99425, -0.00867, 3.49263], [4.29930, 0.19660, 2.15817], [3.27038, 0.21304, 1.22440], [1.94337, 0.00915, 1.60188], [1.66947, -0.20211, 2.95077], [2.68571, -0.21221, 3.89754], [5.32477, 0.34308, 1.84678], [3.52935, 0.39985, 0.18743], [0.64996, -0.36862, 3.28433], [2.46683, -0.38403, 4.94330]]
}

---

Record 5
{
  "formula": "C8H11N3O",
  "method": "wB97M-V/def2-TZVPD",
  "relative_energy_ev": 1.335,
  "homo_ha": [-0.16335, -0.32847],
  "homo_lumo_gap_ev": [5.12, 6.04],
  "multiplicity": 3,
  "elements": ["C", "C", "C", "C", "C", "C", "C", "C", "N", "N", "N", "O", "H", "H", "H", "H", "H", "H", "H", "H", "H", "H", "H"],
  "coordinates": [[-2.44840, -1.03796, -0.85179], [-3.70068, 0.10059, 0.48583], [-1.62395, -0.16738, -0.16444], [0.86559, 1.43403, -0.04750], [1.27994, -0.92038, -0.86480], [1.24302, -1.00785, 0.58680], [0.35164, -0.01650, -0.05639], [2.52409, -0.59300, 1.26037], [-3.70135, -0.86063, -0.40599], [-2.42134, 0.50353, 0.68882], [1.01962, 1.86977, -1.32812], [0.97613, 2.17581, 0.92241], [-2.42755, -1.79749, -1.51951], [-4.54851, 0.53076, 1.04692], [2.10453, -0.39913, -1.14988], [0.97422, -1.79863, -1.47037], [0.88269, -1.87274, 1.08738], [3.18490, -1.44491, 1.29885], [2.36031, -0.35637, 2.24949], [2.99728, 0.18714, 0.67472], [-2.05188, 1.26038, 1.31375], [1.05311, 1.32350, -2.19723], [1.10658, 2.88746, -1.55934]]
}

---

Record 6
{
  "formula": "C3H9N2O",
  "method": "wB97M-V/def2-TZVPD",
  "charge": 1,
  "relative_energy_ev": 4.747,
  "homo_ha": -0.49367,
  "homo_lumo_gap_ev": 7.94,
  "elements": ["N", "C", "C", "C", "N", "O", "H", "H", "H", "H", "H", "H", "H", "H", "H"],
  "coordinates": [[-1.56780, -0.66941, 1.10368], [-0.86565, 0.16221, 0.17306], [-0.23141, -0.78929, -1.64753], [0.48143, 0.41251, 0.55453], [1.25589, 1.52678, 0.34042], [1.17021, -0.63283, 1.04323], [-1.27772, -0.38490, 2.04936], [-2.57724, -0.53383, 0.98052], [1.97899, -0.89656, 0.52862], [-1.60158, 0.91380, -0.30975], [0.81133, -1.16135, -1.68292], [-0.87522, -1.50896, -1.27178], [-0.36137, 0.15705, -2.08715], [2.14160, 1.53972, 0.83921], [1.51854, 1.86506, -0.61349]]
}